{
  "formula": "C5H8MgO5Rh",
  "method": "the ωB97M-V functional and the def2-TZVPD basis",
  "symbols": ["C", "O", "H", "H", "Mg", "H", "H", "O", "H", "H", "H", "O", "C", "C", "H", "C", "Rh", "O", "O", "C"],
  "positions_angstrom": [[-0.861, 0.249, -2.024], [-0.902, -0.640, -1.140], [2.946, 0.018, 0.542], [2.736, -1.610, 2.341], [-0.526, -0.278, 0.786], [1.947, 3.021, 0.992], [-0.427, 3.525, 0.219], [-1.494, 0.150, -3.099], [3.160, 0.971, 2.080], [-0.060, 1.119, -1.879], [-0.401, 3.154, 1.926], [0.815, -1.393, 1.588], [1.132, 2.303, 0.830], [2.498, 0.323, 1.495], [1.671, -0.544, 3.277], [-0.302, 2.670, 0.924], [-1.332, 0.859, -4.744], [1.315, 1.085, 1.131], [-1.110, 1.610, 0.653], [1.911, -0.877, 2.247]],
  "lowdin_charge": [-0.4506, -0.0645, 0.1594, 0.1715, 1.0111, 0.1611, 0.1714, -0.2198, 0.1635, 0.1726, 0.1972, 0.0512, -0.1436, -0.0371, 0.1991, -0.1979, 0.9262, -0.1585, 0.0409, -0.1534],
  "s2": 8.765,
  "e_homo_ev": [-14.790, -15.533],
  "multiplicity": 6,
  "total_charge": 2,
  "homo_lumo_gap_ev": [7.5, 4.0]
}